Formula: C20H29F19IInNO3
Source: the Open Molecules 2025 dataset
Level of theory: ωB97M-V with the def2-TZVPD basis set

Geometry (Å):
C 0.165 4.214 2.468
C 1.511 4.886 1.817
I 2.687 5.763 3.493
C 2.457 3.789 0.981
In 1.394 3.066 -0.883
C 2.745 2.284 -2.522
C 4.332 2.170 -2.130
C 4.715 0.799 -1.275
C 6.351 0.518 -1.451
N 6.650 -0.690 -2.316
C -0.170 1.430 -0.482
C 0.648 0.142 0.124
O 1.748 0.611 0.983
C -0.266 -0.890 1.024
F -1.668 -0.932 0.525
F -0.326 -0.496 2.450
F 0.349 -2.246 0.951
H -0.810 4.637 1.923
H 0.104 3.042 2.377
H 0.019 4.496 3.615
H 1.140 5.775 1.114
H 2.763 2.944 1.746
H 3.452 4.397 0.727
H 0.446 4.445 -1.622
H 2.656 3.005 -3.469
H 2.332 1.237 -2.902
H 4.924 2.072 -3.162
H 4.783 3.105 -1.591
H 4.131 -0.149 -1.639
H 4.458 0.946 -0.140
H 6.777 1.459 -2.044
H 6.911 0.523 -0.413
H 7.556 -0.478 -2.833
H 6.919 -1.449 -1.647
H -1.003 1.853 0.256
H -0.623 1.178 -1.558
H 1.113 -0.435 -0.786
H 1.372 1.267 1.657
C -0.390 -4.829 -0.979
C -0.316 -5.010 -2.502
C -1.378 -5.930 -3.093
F -1.301 -7.189 -2.607
F -1.225 -6.034 -4.441
F 0.937 -5.414 -2.843
F -0.468 -3.769 -3.064
O 0.492 -5.645 -0.202
C 0.017 -6.961 0.080
C 0.875 -8.055 -0.567
F 0.930 -7.917 -1.916
F 0.359 -9.290 -0.325
F -1.291 -7.044 -0.261
F 0.059 -7.086 1.434
H -0.059 -3.804 -0.772
H -1.419 -4.863 -0.601
H -2.386 -5.545 -2.905
H 1.899 -8.029 -0.184
C -6.009 2.254 2.770
C -4.937 3.257 3.222
C -4.695 4.417 2.262
F -4.269 4.003 1.048
F -3.727 5.242 2.743
F -3.784 2.588 3.493
F -5.351 3.777 4.422
O -5.532 1.067 2.129
C -5.270 1.191 0.732
C -3.788 1.007 0.385
F -3.005 1.908 1.032
F -3.569 1.190 -0.945
F -5.776 2.366 0.287
F -6.006 0.217 0.131
H -6.496 1.889 3.684
H -6.818 2.730 2.204
H -5.602 5.016 2.128
H -3.442 0.005 0.657

Forces on atoms 1 to 2 (eV/Å):
-1.1 0.3 0.4
-1.0 -1.3 -1.6

E_HOMO (hartree): -0.1844
Total charge: -1
Calculated total energy (Ha): -3445.03798
Gap between HOMO and LUMO (eV): 7.15
E_LUMO (hartree): 0.0785



Formula: C20H29N2O3P
Source: the Open Molecules 2025 dataset
Level of theory: ωB97M-V with the def2-TZVPD basis set

Geometry (Å):
C -7.043 0.059 -0.211
C -5.518 -0.038 0.237
C -4.633 1.168 -0.359
H -4.695 0.952 -1.449
H -5.155 1.888 -0.218
O -3.530 0.932 0.241
P -2.499 -0.118 -0.368
O -2.846 -0.379 -2.003
C -0.904 0.930 -0.503
C 0.126 0.649 -1.418
C 1.310 1.381 -1.271
C 1.665 1.982 -0.245
C 0.819 1.944 0.728
C -0.462 1.720 0.752
H -1.219 1.801 1.365
H 0.969 2.662 1.849
N 3.109 2.124 0.077
C 3.394 3.068 1.227
H 3.042 4.208 1.047
H 4.478 3.327 1.264
H 3.119 2.624 1.991
C 3.861 2.351 -0.945
H 3.605 2.968 -1.886
H 4.882 2.701 -0.623
H 4.127 1.400 -1.684
H 2.149 1.018 -2.100
H -0.199 -0.044 -2.289
H -5.190 -0.827 -0.069
H -5.758 0.005 1.443
H -7.668 -0.781 0.188
H -7.535 1.121 -0.077
H -7.127 -0.054 -1.506
C -2.233 -1.370 0.707
C -0.836 -1.917 0.572
C 0.067 -1.431 1.550
C 1.497 -1.318 1.386
C 1.982 -2.094 0.005
C 1.019 -2.558 -0.485
C -0.353 -2.377 -0.528
H -1.149 -2.642 -1.196
H 1.423 -3.135 -1.500
N 3.177 -2.140 0.205
C 3.697 -2.713 -1.285
H 3.459 -2.144 -2.111
H 3.300 -3.606 -1.596
H 5.037 -2.805 -1.300
C 4.284 -1.482 0.782
H 5.339 -1.575 0.366
H 3.907 -0.233 0.631
H 4.116 -1.652 1.825
H 2.153 -1.122 2.068
H -0.237 -0.853 2.397
O -2.474 -0.987 1.880
H -3.069 -0.292 2.019
H -2.783 -2.295 0.420

Forces on atoms 1 to 2 (eV/Å):
-0.3 0.8 -4.0
-8.0 10.6 4.7

Energy relative to the best compared isomer or geometry (same formula, charge and spin) (eV): 21.947
E_HOMO (hartree): -0.2844
Calculated total energy (Ha): -1455.32921
Gap between HOMO and LUMO (eV): 8.34
E_LUMO (hartree): 0.0220



Formula: C20H29N3O2
Source: the Open Molecules 2025 dataset
Level of theory: ωB97M-V with the def2-TZVPD basis set

Geometry (Å):
C 5.530 1.254 2.156
C 4.988 -0.111 1.749
C 3.464 -0.152 1.805
C 2.910 -1.492 1.326
C 1.385 -1.527 1.399
C 0.765 -2.798 0.816
C 1.040 -2.981 -0.682
N 0.754 -1.782 -1.432
C 1.723 -1.024 -1.977
O 2.874 -1.376 -2.118
C 1.214 0.349 -2.446
N 0.545 1.070 -1.378
N -0.666 0.572 -1.023
C -1.455 1.232 -0.260
C -2.751 0.641 0.059
C -3.829 1.436 0.448
C -5.056 0.867 0.732
C -5.248 -0.506 0.647
C -6.569 -1.124 0.982
C -4.172 -1.299 0.259
C -2.947 -0.738 -0.034
C -1.065 2.583 0.278
C 0.443 2.590 0.502
C 1.186 2.085 -0.720
O 2.270 2.497 -1.068
H 6.616 1.265 2.109
H 5.149 2.023 1.489
H 5.227 1.499 3.173
H 5.397 -0.881 2.409
H 5.310 -0.339 0.731
H 3.073 0.645 1.167
H 3.130 0.043 2.828
H 3.322 -2.299 1.937
H 3.239 -1.648 0.298
H 1.074 -1.438 2.443
H 0.984 -0.661 0.868
H -0.316 -2.761 0.978
H 1.151 -3.672 1.344
H 0.428 -3.805 -1.067
H 2.090 -3.219 -0.858
H -0.150 -1.341 -1.295
H 2.070 0.949 -2.762
H 0.518 0.215 -3.278
H -3.721 2.508 0.507
H -5.880 1.503 1.023
H -7.372 -0.395 0.903
H -6.553 -1.502 2.005
H -6.783 -1.961 0.321
H -4.301 -2.369 0.186
H -2.123 -1.367 -0.330
H -1.585 2.802 1.210
H -1.338 3.348 -0.458
H 0.813 3.586 0.746
H 0.701 1.924 1.333

Forces on atoms 1 to 2 (eV/Å):
0.0 -0.2 -0.1
-0.2 0.3 0.1

Energy relative to the best compared isomer or geometry (same formula, charge and spin) (eV): 1.466
E_HOMO (hartree): -0.3135
Structure (SMILES): CCCCCCCNC(=O)CN1N=C(c2ccc(C)cc2)CCC1=O
Calculated total energy (Ha): -1094.28175
Gap between HOMO and LUMO (eV): 8.69
E_LUMO (hartree): 0.0057



Formula: C20H29N4O6
Source: the Open Molecules 2025 dataset
Level of theory: ωB97M-V with the def2-TZVPD basis set

Geometry (Å):
C 4.018 -0.325 1.267
C 2.843 0.608 1.323
O 2.044 0.158 2.435
C 0.954 0.942 2.572
C 0.096 0.444 3.632
C -1.200 1.009 3.850
O -2.018 0.452 4.614
C -1.644 2.267 3.124
C -2.190 1.946 1.738
C -3.554 1.232 1.699
C -3.565 -0.202 1.141
C -3.464 -1.353 2.159
C -2.498 -2.484 1.760
C -1.027 -2.256 2.122
C -0.707 -2.551 3.588
C 0.670 -2.040 4.021
C 0.645 -0.598 4.555
O 0.800 1.914 1.832
H 4.626 -0.068 0.397
H 4.625 -0.217 2.172
H 3.684 -1.364 1.180
H 3.154 1.651 1.484
H 2.247 0.571 0.400
H -2.416 2.755 3.733
H -0.774 2.913 2.997
H -2.291 2.908 1.213
H -1.424 1.385 1.186
H -4.017 1.265 2.694
H -4.186 1.830 1.025
H -4.534 -0.321 0.633
H -2.789 -0.306 0.370
H -3.215 -0.967 3.159
H -4.462 -1.809 2.241
H -2.841 -3.403 2.253
H -2.555 -2.643 0.676
H -0.407 -2.922 1.501
H -0.709 -1.232 1.871
H -1.480 -2.122 4.241
H -0.732 -3.644 3.724
H 1.032 -2.676 4.840
H 1.393 -2.114 3.199
H 1.670 -0.308 4.830
H 0.014 -0.584 5.451
C 0.523 -2.164 -4.366
O 0.381 -0.819 -4.887
C 1.008 0.125 -4.185
N 0.928 1.368 -4.687
C 1.597 2.272 -4.006
N 1.778 3.607 -4.313
O 2.650 4.077 -3.369
N 3.044 2.986 -2.412
O 3.848 3.264 -1.543
C 2.343 1.887 -2.819
C 2.327 0.578 -2.356
N 1.635 -0.298 -3.082
H -0.105 -2.755 -5.033
H 1.566 -2.498 -4.410
H 0.177 -2.219 -3.329
H 2.928 0.306 -1.491

Forces on atoms 1 to 2 (eV/Å):
0.2 -0.1 -0.1
0.0 -0.2 0.6

Energy relative to the best compared isomer or geometry (same formula, charge and spin) (eV): 0.000
E_HOMO (hartree): -0.1238
Total charge: -1
Calculated total energy (Ha): -1449.84586
Gap between HOMO and LUMO (eV): 3.51
E_LUMO (hartree): 0.0053



Look up the calculated total energy of the fourth one.
-1449.84586 Ha



Look up the calculated total energy of the second one.
-1455.32921 Ha